# 1
DFT (the ωB97M-V functional and the def2-TZVPD basis) results for C18H27MnN2O5P2S as an isolated structure in a non-equilibrium geometry.

**LUMO energy (spin up / spin down)**: -0.2961 / -0.2618 hartree
**HOMO (spin up / spin down)**: -14.973 / -15.108 eV

```
! wB97M-V def2-TZVPD RIJCOSX def2/J DEFGRID3
* xyz 2 5
Mn 0.02 -0.10 -0.44
P 2.08 -1.25 -0.25
C 2.36 -1.62 -2.01
C 1.06 -1.97 -2.69
N -0.09 -1.43 -2.19
C -1.27 -1.73 -2.78
C -1.34 -2.60 -3.86
C -0.18 -3.13 -4.39
C 1.03 -2.81 -3.80
C -2.53 -1.11 -2.23
P -2.15 0.37 -1.23
H 1.96 -3.21 -4.19
H -2.31 -2.89 -4.28
H -0.21 -3.79 -5.25
H -3.22 -0.81 -3.04
H -3.05 -1.81 -1.55
H 2.78 -0.68 -2.43
H 3.10 -2.44 -2.05
H 1.20 3.54 -2.41
O 1.53 2.74 -2.90
H 2.28 3.06 -3.46
H -0.37 3.93 0.06
O -0.46 3.91 -0.94
H -1.13 4.62 -1.10
C -2.23 1.74 -2.37
H -3.23 1.79 -2.82
H -1.93 2.65 -1.84
H -1.49 1.59 -3.17
C -3.39 0.52 0.06
H -3.13 1.41 0.65
H -4.41 0.62 -0.35
H -3.34 -0.35 0.72
C 2.00 -2.83 0.59
H 2.94 -3.37 0.45
H 1.79 -2.66 1.65
H 1.17 -3.42 0.19
C 3.49 -0.34 0.38
H 3.25 0.00 1.40
H 4.39 -0.97 0.38
H 3.64 0.55 -0.24
O -0.78 -1.67 2.11
C -0.46 -0.49 2.40
N -0.04 0.41 1.44
S 0.46 1.93 2.00
O 1.87 2.08 1.74
O -0.48 2.89 1.47
C 0.09 1.45 3.62
C 0.35 2.22 4.75
C 0.14 1.64 6.00
C -0.34 0.31 6.09
C -0.60 -0.45 4.95
C -0.40 0.16 3.71
H 0.70 3.24 4.58
H 0.34 2.21 6.90
H -0.52 -0.17 7.05
H -0.93 -1.50 4.91
*
```

Quick look at the Mulliken charges, all values in e:
1 Mn -0.1110
2 P 0.7157
3 C -1.0374
4 C 0.5376
5 N 0.2055
6 C 0.4973
7 C -0.8032
8 C -0.4681
9 C -0.8626
10 C -1.1150
11 P 0.9149
12 H 0.5112
13 H 0.5070
14 H 0.4468
15 H 0.5460
16 H 0.4021
17 H 0.4730
18 H 0.5542
19 H 0.3001
20 O -0.5903
21 H 0.2902
22 H 0.3776
23 O -0.5877
24 H 0.3015
25 C -1.0381
26 H 0.4462
27 H 0.1374
28 H 0.4324
29 C -1.2656
30 H 0.3459
31 H 0.4619
32 H 0.4217
33 C -1.2744
34 H 0.4492
35 H 0.3606
36 H 0.3863
37 C -1.2121
38 H 0.3565
39 H 0.4738
40 H 0.4167
41 O -0.6571
42 C 0.4743
43 N 0.7110
44 S 0.9556
45 O -0.6295
46 O -0.6878
47 C 0.5614
48 C -0.7249
49 C -0.6320
50 C -0.5298
51 C -0.5862
52 C -0.0393
53 H 0.5278
54 H 0.4376
55 H 0.4262
56 H 0.4889

=====

# 2
DFT (the ωB97M-V functional and the def2-TZVPD basis) results for a 2-piece molecular cluster, CH4NS overall in a non-equilibrium geometry.

**LUMO energy**: 0.1665 hartree
**Relative energy (zero: lowest compared OMol25 entry of this formula, charge and spin)**: 35.7 kcal/mol
**HOMO**: -2.591 eV

```
! wB97M-V def2-TZVPD RIJCOSX def2/J DEFGRID3
* xyz -1 1
S -2.09 0.32 1.49
H -1.51 0.04 2.68
C 0.54 -0.36 -0.50
N 1.28 -0.17 -1.53
H 0.75 0.50 0.09
H -0.31 -1.09 -0.47
H 1.34 0.76 -1.76
*
```

Quick look at the Mulliken charges, all values in e:
1 S -0.9016
2 H -0.0595
3 C -0.1244
4 N -0.6479
5 H 0.2567
6 H 0.2224
7 H 0.2544

=====

# 3
DFT (the ωB97M-V functional and the def2-TZVPD basis) results for a 2-piece molecular cluster, C5H12NS overall in a non-equilibrium geometry.

**LUMO energy**: -0.1223 hartree
**Relative energy (zero: lowest compared OMol25 entry of this formula, charge and spin)**: 129.9 kcal/mol
**HOMO**: -12.442 eV

```
! wB97M-V def2-TZVPD RIJCOSX def2/J DEFGRID3
* xyz 1 1
C -1.70 1.55 -2.58
C -0.61 1.20 -2.86
C 0.63 0.58 -3.02
C 0.83 -1.22 3.01
C 0.21 0.32 0.50
N -1.25 0.34 0.08
S 0.77 -1.20 1.11
H 2.07 -0.99 1.04
H -2.69 2.02 -2.62
H 1.31 1.28 -2.48
H 0.92 0.61 -4.17
H 0.63 -0.45 -2.61
H -0.25 -1.36 3.42
H 1.34 -0.34 3.37
H 1.41 -2.05 3.39
H 0.50 1.21 1.11
H -1.15 0.17 -0.89
H -1.80 1.16 0.06
H -1.92 -0.28 0.62
*
```

Quick look at the Mulliken charges, all values in e:
1 C -0.0454
2 C -0.2155
3 C -0.9350
4 C -0.8914
5 C -0.4418
6 N -0.2768
7 S 0.0833
8 H 0.2247
9 H 0.4415
10 H 0.2753
11 H 0.3084
12 H 0.2578
13 H 0.2937
14 H 0.3454
15 H 0.3657
16 H 0.3025
17 H 0.1744
18 H 0.3961
19 H 0.3371

=====

# 4
DFT (the ωB97M-V functional and the def2-TZVPD basis) results for one molecule with the formula C13H16N2O3S in a non-equilibrium geometry.

**LUMO energy**: 0.0241 hartree
**SMILES string**: CCOCC(=O)Nc1nc2ccc(OCC)cc2s1
**Relative energy (zero: lowest compared OMol25 entry of this formula, charge and spin)**: 30.2 kcal/mol
**HOMO**: -7.947 eV

```
! wB97M-V def2-TZVPD RIJCOSX def2/J DEFGRID3
* xyz 0 1
C 3.23 2.53 1.28
C 4.11 1.48 0.62
O 3.48 1.10 -0.60
C 4.15 0.08 -1.28
C 4.13 -1.26 -0.56
O 5.12 -1.94 -0.42
N 2.94 -1.68 -0.02
C 1.65 -1.20 -0.08
N 0.77 -1.63 0.74
C -0.46 -1.11 0.48
C -1.63 -1.35 1.20
C -2.81 -0.75 0.81
C -2.85 0.11 -0.29
O -3.96 0.76 -0.74
C -5.22 0.50 -0.16
C -5.82 -0.83 -0.63
C -1.69 0.36 -1.02
C -0.52 -0.24 -0.63
S 1.07 -0.09 -1.33
H 2.25 2.12 1.50
H 3.69 2.87 2.20
H 3.10 3.38 0.61
H 4.23 0.61 1.28
H 5.11 1.89 0.40
H 3.65 -0.03 -2.25
H 5.21 0.33 -1.46
H 3.02 -2.50 0.57
H -1.60 -2.01 2.05
H -3.70 -0.95 1.38
H -5.17 0.54 0.93
H -5.85 1.33 -0.51
H -5.19 -1.66 -0.32
H -5.89 -0.84 -1.71
H -6.81 -0.95 -0.20
H -1.73 1.03 -1.87
*
```

Quick look at the Mulliken charges, all values in e:
1 C -1.2254
2 C -0.1774
3 O -0.2947
4 C -0.8660
5 C 0.7566
6 O -0.6288
7 N -0.0761
8 C 0.5645
9 N -0.7137
10 C -0.5457
11 C -1.0178
12 C -0.1361
13 C 0.6195
14 O -0.4435
15 C -0.4223
16 C -1.0342
17 C -0.6930
18 C 0.9982
19 S -0.1675
20 H 0.2894
21 H 0.3785
22 H 0.3094
23 H 0.3029
24 H 0.3189
25 H 0.4246
26 H 0.3218
27 H 0.2548
28 H 0.4469
29 H 0.3466
30 H 0.3397
31 H 0.3139
32 H 0.3397
33 H 0.3005
34 H 0.3554
35 H 0.4603